(1)
Computed, not measured: a cluster of 2 separate species, C5H11NO in total, with ωB97M-V/def2-TZVPD.

Each line ends with the natural charge from an NBO analysis.
Geometry (Å):
C1 -0.543 0.924 -1.752  -0.726
C2 0.240 -0.373 -1.687  0.623
C3 1.713 -0.257 -1.393  -0.732
O1 -0.311 -1.448 -1.811  -0.570
H1 -1.584 0.683 -1.974  0.231
H2 -0.141 1.603 -2.515  0.224
H3 -0.484 1.425 -0.779  0.237
H4 2.246 -1.161 -1.698  0.233
H5 1.772 -0.169 -0.303  0.259
H6 2.161 0.629 -1.853  0.215
C4 -1.340 -1.028 1.216  -0.055
N1 -0.277 -0.350 1.294  -0.418
C5 -0.029 0.395 2.504  -0.441
H7 -1.516 -1.587 0.300  0.199
H8 -2.093 -1.066 2.019  0.138
H9 0.831 -0.060 3.003  0.209
H10 0.246 1.420 2.235  0.202
H11 -0.889 0.420 3.194  0.171

Summary:
electronic energy: -8900.0749 eV
molar mass: 101.1 g/mol
orbital gap: 10.34 eV
ΔE to the lowest compared entry with this formula, charge and spin: 156.5 kJ/mol
max |F|: 0.491 eV/A


(2)
Computed, not measured: the molecule C5H11NO, with ωB97M-V/def2-TZVPD.

Each line ends with the natural charge from an NBO analysis.
Geometry (Å):
C1 2.856 0.551 -0.222  -0.416
N1 1.445 0.138 -0.421  -0.669
C2 0.551 -0.203 0.516  0.704
O1 0.617 -0.403 1.705  -0.624
C3 -0.923 -0.209 -0.311  -0.348
C4 -1.637 -1.499 0.026  -0.614
C5 -1.591 1.052 0.219  -0.613
H1 3.030 1.568 -0.592  0.204
H2 3.574 -0.115 -0.716  0.205
H3 3.099 0.550 0.853  0.233
H4 0.616 0.051 -1.083  0.447
H5 -0.971 -0.118 -1.440  0.204
H6 -1.527 -1.662 1.100  0.230
H7 -1.202 -2.356 -0.504  0.210
H8 -2.701 -1.446 -0.225  0.205
H9 -2.643 1.121 -0.073  0.207
H10 -1.521 1.028 1.307  0.226
H11 -1.073 1.952 -0.141  0.209

Summary:
electronic energy: -8899.7169 eV
molar mass: 101.1 g/mol
orbital gap: 10.42 eV
ΔE to the lowest compared entry with this formula, charge and spin: 191.1 kJ/mol
max |F|: 4.066 eV/A


(3)
Computed, not measured: a cluster of 2 separate species, C5H11NO in total, with ωB97M-V/def2-TZVPD.

Each line ends with the natural charge from an NBO analysis.
Geometry (Å):
C1 0.007 2.134 -0.127  -0.219
N1 0.073 1.396 0.945  0.119
C2 -1.164 0.787 1.458  -0.443
O1 1.031 1.384 1.741  -0.519
H1 -0.828 2.055 -0.894  0.193
H2 0.737 2.820 -0.339  0.198
H3 -2.022 1.145 0.708  0.206
H4 -0.910 -0.284 1.457  0.231
H5 -1.499 1.233 2.452  0.238
C3 -0.584 -1.048 -1.563  -0.421
C4 0.081 -1.699 -0.663  -0.155
C5 1.550 -1.425 -0.375  -0.656
H6 -0.107 -0.239 -1.967  0.184
H7 -1.511 -1.396 -1.791  0.193
H8 -0.526 -2.537 -0.229  0.192
H9 1.601 -0.845 0.473  0.231
H10 2.127 -1.152 -1.161  0.215
H11 1.944 -2.327 -0.125  0.213

Summary:
electronic energy: -8896.2877 eV
molar mass: 101.1 g/mol
orbital gap: 9.53 eV
ΔE to the lowest compared entry with this formula, charge and spin: 521.9 kJ/mol
max |F|: 3.974 eV/A


- orbital gap of number 1 (C5H11NO)?
  10.34 eV


- Which formula does entry 1 have?
  C5H11NO


Copy entry 3 word for word.
Computed, not measured: a cluster of 2 separate species, C5H11NO in total, with ωB97M-V/def2-TZVPD.

Each line ends with the natural charge from an NBO analysis.
Geometry (Å):
C1 0.007 2.134 -0.127  -0.219
N1 0.073 1.396 0.945  0.119
C2 -1.164 0.787 1.458  -0.443
O1 1.031 1.384 1.741  -0.519
H1 -0.828 2.055 -0.894  0.193
H2 0.737 2.820 -0.339  0.198
H3 -2.022 1.145 0.708  0.206
H4 -0.910 -0.284 1.457  0.231
H5 -1.499 1.233 2.452  0.238
C3 -0.584 -1.048 -1.563  -0.421
C4 0.081 -1.699 -0.663  -0.155
C5 1.550 -1.425 -0.375  -0.656
H6 -0.107 -0.239 -1.967  0.184
H7 -1.511 -1.396 -1.791  0.193
H8 -0.526 -2.537 -0.229  0.192
H9 1.601 -0.845 0.473  0.231
H10 2.127 -1.152 -1.161  0.215
H11 1.944 -2.327 -0.125  0.213

Summary:
electronic energy: -8896.2877 eV
molar mass: 101.1 g/mol
orbital gap: 9.53 eV
ΔE to the lowest compared entry with this formula, charge and spin: 521.9 kJ/mol
max |F|: 3.974 eV/A